1.
{
  "formula": "C4H10N2O2",
  "method": "wB97M-V/def2-TZVPD",
  "relative_energy_kcal_mol": 44.5,
  "orbital_gap_ev": 9.50,
  "spin_multiplicity": 1,
  "smiles": "NCC[C@H](O)C(N)=O",
  "species": ["C", "C", "C", "C", "N", "N", "O", "O", "H", "H", "H", "H", "H", "H", "H", "H", "H", "H"],
  "positions_angstrom": [[0.256267, -0.964688, -0.516338], [-1.240800, -0.726661, -0.257428], [-1.471604, -0.016082, 1.084403], [0.835890, 0.454345, -1.253864], [2.173830, 0.557421, -1.092833], [-0.307228, 0.839550, 1.400885], [0.985126, -1.216528, 0.605276], [0.196560, 1.110250, -2.054681], [0.719915, -0.283508, 1.308733], [0.426559, -1.697388, -1.315568], [2.629592, -0.091117, -0.470073], [2.715984, 1.179802, -1.670929], [-0.525328, 1.522659, 2.117852], [-0.055112, 1.332164, 0.501563], [-1.626469, -0.114611, -1.075171], [-1.776878, -1.676117, -0.247172], [-1.528315, -0.761822, 1.881658], [-2.407988, 0.552332, 1.053687]],
  "atomic_forces_ev_per_a": [[-0.159, 2.944, -1.063], [0.136, -0.092, -0.028], [-0.017, -0.355, 0.087], [0.017, -2.656, -0.777], [0.036, 0.145, 0.353], [0.244, 0.669, -1.486], [0.196, 1.604, 2.511], [-0.228, 0.294, 0.549], [0.334, -2.365, -1.994], [-0.028, -0.042, 0.262], [-0.056, 0.036, -0.005], [-0.144, 0.022, 0.104], [0.175, -0.032, -0.100], [-0.426, -0.114, 1.623], [-0.028, -0.099, -0.033], [-0.040, 0.024, -0.031], [-0.151, 0.106, -0.049], [0.139, -0.088, 0.077]]
}



2.
{
  "formula": "C4H10N2O2",
  "method": "wB97M-V/def2-TZVPD",
  "relative_energy_kcal_mol": 44.1,
  "orbital_gap_ev": 10.26,
  "spin_multiplicity": 1,
  "smiles": "CC(N)=O.CC(N)=O",
  "species": ["C", "C", "O", "N", "H", "H", "H", "H", "H", "C", "C", "O", "N", "H", "H", "H", "H", "H"],
  "positions_angstrom": [[1.594738, 2.466015, -2.243117], [0.345708, 2.155690, -1.386959], [-0.032878, 2.866718, -0.403683], [-0.548327, 1.117590, -1.651640], [1.388484, 2.779701, -3.310538], [2.315428, 1.579448, -2.205474], [-1.212206, 0.913125, -0.800372], [-0.170394, 0.286334, -1.837456], [2.153094, 3.351588, -1.860936], [-0.641395, -2.557137, 2.683009], [-0.403572, -1.359918, 1.730862], [0.065592, -0.288512, 2.175838], [-0.809497, -1.515328, 0.467880], [0.066000, -2.577842, 3.561597], [-0.547936, -3.532964, 2.173620], [-0.757698, -0.765246, -0.156051], [-1.075690, -2.329603, 0.031497], [-1.729452, -2.589659, 3.031924]],
  "atomic_forces_ev_per_a": [[0.616, -0.311, -0.304], [-2.135, 2.616, 3.671], [2.106, -1.222, -3.136], [-2.527, 2.188, 2.528], [-0.187, -0.934, 1.092], [-1.036, 1.105, -0.304], [1.647, 1.566, -2.137], [2.183, -3.922, -1.871], [-0.702, -0.798, 0.318], [-0.591, -0.644, 0.273], [0.953, 1.468, 3.182], [-1.000, -2.269, -1.324], [0.173, 0.888, 0.146], [-0.909, 0.414, -1.033], [0.210, 0.407, -0.046], [0.370, 1.256, -0.445], [-0.643, -2.302, -0.352], [1.473, 0.494, -0.257]]
}